Record 1
ORCA calculation (wB97M-V/def2-TZVPD) on a 7-piece molecular cluster, C15H29N2O26S6 overall.

Geometry as XYZ:
```
78
Properties=species:S:1:pos:R:3:forces:R:3
S 3.718287 -2.699923 -4.276434 -0.44 0.58 0.60
S -1.224594 -4.399483 5.364495 -0.48 0.88 -0.45
S -5.346881 0.425049 4.173190 0.35 0.57 -0.64
S 2.176429 4.732625 -5.791069 -0.78 0.10 -0.42
S -2.836849 -4.636863 0.605632 0.82 0.24 -0.15
S 1.776774 2.958779 -1.406691 0.36 0.81 0.35
O -2.759933 -4.579572 -1.009738 -0.03 -0.45 0.48
O 1.776849 2.305762 -0.151863 -0.71 5.53 -2.51
O -4.398979 -0.393783 4.844582 -0.61 0.16 -0.08
O -5.169194 0.193810 2.585684 0.18 0.05 0.69
O -1.593905 -3.785602 3.919285 0.48 -0.18 0.74
O 3.090147 -0.938789 5.738414 0.25 -0.07 -0.07
O -3.499929 -5.836031 0.982282 -0.23 0.36 -0.05
O 2.182161 5.692726 -7.092039 -0.15 -0.08 0.65
O 2.013754 0.507168 0.322309 -0.66 -4.95 1.59
O 2.318270 5.556401 -4.634854 0.03 -0.02 -0.74
O 1.538294 4.551834 -1.169364 0.08 -0.22 -0.73
O 0.952499 2.547221 -2.498329 0.02 -0.07 0.29
O 2.904672 -1.341218 -4.591899 0.65 -0.38 0.11
O -3.233085 -3.352195 1.076799 -0.17 -0.60 -0.05
O 3.583556 -2.668519 -2.671984 -0.25 -0.25 -0.88
O 2.957512 -3.801042 -4.763360 0.40 -0.02 -0.03
O 0.637168 4.256978 -5.885770 0.72 -0.03 -0.28
O -2.274011 -3.537345 6.239621 0.33 -0.80 -0.39
O 3.009443 3.614088 -6.045880 0.00 0.22 0.40
O -1.638208 -5.763494 5.395275 0.35 0.10 0.26
O -6.733364 0.412232 4.484923 0.27 -0.11 0.24
O -1.258872 -4.809975 0.886783 -0.68 0.34 -0.25
O -4.824299 1.951490 4.227343 -0.66 -0.45 -0.14
O 5.081395 -2.497202 -4.625811 -0.25 -0.24 -0.26
O 3.300975 3.052096 -1.935634 -0.43 -0.03 0.56
O 0.095774 -3.983859 5.693337 -0.23 -0.63 -0.01
N 1.214934 0.562709 2.573506 0.42 1.69 -2.10
N 0.623415 -0.698865 2.931789 -0.75 -2.64 0.77
C 1.615564 -1.487486 3.708758 -1.07 1.24 -0.05
C 1.740463 -0.969977 5.224857 -0.47 -0.43 -0.28
C 3.599252 4.412866 -2.270273 -0.04 0.30 -0.61
C -4.867310 1.436198 1.948211 -0.22 0.49 -0.25
C 3.037345 -1.410318 -2.259498 -0.02 0.84 0.26
C 0.967626 5.517363 -7.823562 -0.24 -0.36 -0.43
C -2.857435 -2.519460 5.415731 0.19 0.55 -0.10
C -1.403260 -4.358599 -1.403328 0.40 0.51 -0.01
C -2.829495 -3.080883 4.011277 -0.73 0.10 0.07
C -4.151103 2.258796 3.001918 0.74 -0.18 -0.27
C 2.174647 -0.942610 -3.424234 -0.35 -0.29 0.52
C -0.571732 -5.050605 -0.340545 0.19 -0.39 -0.32
C -0.064184 5.112816 -6.788018 -0.22 0.57 0.07
C 1.422712 0.583703 1.348690 1.97 -1.81 2.34
C 2.777973 5.246216 -1.304269 0.40 0.07 0.29
H -4.251694 1.271659 1.065145 0.00 -0.25 0.15
H -0.536939 -6.130875 -0.505913 0.02 0.04 -0.04
H 2.467512 -1.525094 -1.338431 0.11 -0.12 -0.05
H 0.443497 -4.659330 -0.291431 -0.14 0.09 0.24
H -1.221557 -4.757990 -2.399857 -0.26 -0.09 0.07
H 1.134475 -1.663451 5.889597 0.74 0.65 -0.74
H -0.914148 4.594160 -7.227801 0.15 -0.20 0.15
H 1.188312 -2.530715 3.752945 0.64 0.98 -0.22
H 0.696577 6.438008 -8.338483 0.21 0.05 0.15
H 3.723528 -1.228003 5.057856 -0.78 0.19 0.18
H -1.223021 -3.280140 -1.405651 0.07 -0.05 0.01
H 3.251354 5.293064 -0.319514 0.01 0.02 -0.03
H -2.238537 -1.622966 5.493323 -0.04 -0.03 -0.06
H 1.263007 0.047334 5.346703 0.73 -0.89 -0.49
H 2.006451 0.132943 -3.422696 0.16 -0.06 -0.16
H 1.212938 -1.462986 -3.427561 0.00 0.06 0.00
H -2.885696 -2.304281 3.253242 0.31 -0.11 0.03
H 1.123783 4.723271 -8.558175 -0.05 0.03 0.01
H 3.282663 4.584487 -3.302752 0.30 -0.06 0.61
H -3.865301 -2.292260 5.747028 0.17 -0.32 0.21
H -4.194038 3.326918 2.796489 -0.18 -0.04 0.23
H 3.868597 -0.723093 -2.086545 -0.09 0.02 0.05
H -0.419893 5.979668 -6.224349 -0.03 0.00 -0.08
H 2.609827 6.257520 -1.673713 -0.19 -0.13 -0.05
H -3.107001 1.950058 3.102590 -0.02 0.03 -0.08
H -5.809704 1.905068 1.651872 0.03 0.01 0.00
H 2.616439 -1.473930 3.150029 -0.57 -0.23 1.02
H 4.667902 4.604438 -2.180646 -0.03 -0.28 0.17
H -3.640599 -3.798712 3.856454 -0.03 0.06 -0.01
```
Positions in Å, forces in eV/Å.

Results
Charge: -1
Orbital gap in eV: 3.4
Spin multiplicity: 1
HOMO in Eh: -0.0763

Löwdin population analysis, charges in e, atoms 1 to 4: 0.615, 0.620, 0.641, 0.639



Record 2
ORCA calculation (wB97M-V/def2-TZVPD) on C15H29NNiSi2 as an isolated structure.

Geometry as XYZ:
```
48
Properties=species:S:1:pos:R:3:forces:R:3
Ni 0.345398 -0.165480 -2.474405 -0.99 4.02 1.82
Si -0.172482 1.570895 1.358352 0.07 -2.92 -0.72
Si 0.117358 -1.619544 2.254473 -0.66 3.11 -2.32
N 1.131988 0.621878 -1.055432 0.90 1.79 -0.17
C -0.280978 -1.118467 -4.021305 -0.49 -1.19 -1.17
C 0.506517 2.390846 -3.797716 -0.36 -0.18 0.42
C 1.940330 -1.654136 2.754935 0.22 -0.40 0.58
C 0.937460 1.863954 2.875190 0.05 0.45 0.43
C 0.291335 2.961863 0.165487 0.07 0.47 0.01
C -1.083060 -1.297751 3.701764 0.08 -0.62 0.78
C -0.293418 -3.336224 1.611953 -0.12 -0.79 0.05
C -0.126710 -0.260632 0.975369 -0.16 -0.82 1.84
C -1.576810 1.503422 -2.480933 -1.39 0.30 -0.09
C 1.119850 -1.339209 -3.826078 0.80 -0.88 -1.24
C 1.299594 -1.892696 -2.525073 0.21 -1.53 -0.58
C -0.388574 1.712165 -3.070792 1.97 -0.28 -0.83
C 0.015464 -2.080634 -1.946639 -0.77 -1.33 0.06
C -2.004396 1.867251 1.756286 -0.38 0.68 0.51
C -0.959344 -1.598535 -2.863435 -0.59 -1.59 -0.08
H 2.298350 -0.666181 3.069636 -0.13 -0.15 -0.10
H -0.826900 -0.594956 0.190799 0.41 0.30 0.05
H 2.005286 1.017664 -1.451779 0.61 -0.14 0.33
H 0.438580 -3.704504 0.882997 -0.04 0.18 0.06
H -1.875360 2.033145 -1.573354 0.19 -0.24 -0.25
H -1.280928 -3.391835 1.137864 0.11 0.18 0.03
H -2.333740 0.870245 -2.956321 0.41 0.09 0.29
H 1.899302 -1.161924 -4.561188 -0.09 0.06 0.14
H 2.534220 -1.966036 1.882754 -0.26 0.14 0.15
H 0.024351 3.934494 0.606247 -0.11 0.08 0.11
H -2.615600 1.823130 0.843791 0.22 -0.04 0.05
H -2.124056 -1.338545 3.346756 0.36 0.02 -0.13
H 1.569026 2.105746 -3.809262 -0.68 0.07 -0.15
H 1.997684 1.798372 2.590310 -0.23 -0.03 -0.07
H -2.392888 1.103214 2.442062 0.20 0.13 -0.16
H -0.939714 -0.318962 4.175601 0.06 -0.10 -0.20
H 0.781056 2.868568 3.297738 0.04 -0.06 -0.01
H -0.308589 -4.071632 2.429430 0.03 0.03 0.03
H -0.198614 2.896674 -0.812552 0.21 -0.05 0.34
H 0.772586 1.142299 3.686061 -0.04 0.07 -0.19
H 1.372348 2.979503 -0.016741 -0.19 -0.12 0.02
H 2.224738 -2.219525 -2.063902 -0.06 0.37 -0.07
H 0.195950 3.257526 -4.391759 0.07 0.04 0.25
H -2.033797 -1.643087 -2.704966 0.23 0.17 -0.04
H -0.778518 -0.748659 -4.908900 0.19 0.13 0.02
H -0.986717 -2.059890 4.486258 -0.09 -0.09 0.35
H 2.136928 -2.368581 3.567875 0.14 0.02 0.07
H -2.166990 2.852492 2.215918 -0.22 0.17 0.03
H -0.207524 -2.557720 -0.993363 0.20 0.48 -0.25
```
Positions in Å, forces in eV/Å.

Results
Expectation value of S²: 2.041
Charge: -2
Orbital gap (spin up / spin down) in eV: 4.0 / 3.9
Spin multiplicity: 3
HOMO (spin up / spin down) in Eh: 0.0615 / 0.0654
Relative energy (zero: lowest compared OMol25 entry of this formula, charge and spin) in kJ/mol: 9.52

Löwdin population analysis, charges in e, atoms 1 to 4: 0.146, 0.372, 0.346, -0.081



Record 3
ORCA calculation (wB97M-V/def2-TZVPD) on a 13-piece molecular cluster, C15H2B3BrCl48F3IO6S overall.

Geometry as XYZ:
```
80
Properties=species:S:1:pos:R:3:forces:R:3
I 0.000038 7.524005 -1.145559 1.21 -0.44 1.25
Br 7.069816 3.628512 0.083582 -2.27 -0.35 1.01
Cl -2.055864 0.826401 0.580407 -0.08 -0.62 -0.37
Cl 4.057339 4.066247 4.937510 -0.17 -0.40 -0.08
Cl 5.259014 -2.147690 0.488847 0.29 -0.05 0.48
Cl -1.327852 -5.028204 -3.897016 0.30 -0.46 0.45
Cl -0.901444 -1.650513 -7.963145 0.01 0.04 0.50
Cl 3.238018 -1.667945 -2.643071 0.25 -0.76 -0.11
Cl -2.157147 4.944280 -0.570550 -0.28 -0.42 0.53
Cl -8.029000 -0.640613 1.699783 0.22 0.21 0.28
Cl 8.096539 -2.438853 1.062319 -0.39 -0.12 0.11
Cl -1.578681 -4.466711 -11.723144 -0.36 0.16 0.18
Cl -2.945891 -8.992682 5.454985 -0.17 0.27 -0.21
Cl -1.194484 -0.260333 -5.424049 0.03 -0.36 -0.20
Cl 5.672363 -1.833248 -4.227940 -0.30 -0.21 0.18
Cl -3.303512 -1.922861 2.734601 0.04 -0.31 0.90
Cl -2.490252 -1.047724 5.387640 -0.09 -0.33 -0.23
Cl 1.133580 -5.224441 -2.358174 -0.36 -0.18 -0.11
Cl -2.404181 6.198049 2.043347 -0.19 -0.45 -0.21
Cl -8.277942 1.381192 3.777198 0.25 -0.24 -0.20
Cl -3.832687 -1.355248 -0.160283 0.21 0.17 -0.34
Cl -1.808830 -0.427368 -2.033491 -0.11 -0.12 0.42
Cl -3.925507 4.487053 5.628321 0.35 0.21 0.13
Cl -1.367237 3.488659 1.821666 -0.20 0.53 -0.01
Cl -1.027883 4.745498 5.581902 -0.35 0.16 0.16
Cl 3.486959 -3.689750 -4.720485 0.29 0.18 0.25
Cl 0.426522 -2.671132 -5.583921 -0.36 0.39 -0.20
Cl 3.364551 1.556337 6.235811 0.01 0.22 -0.40
Cl -4.280238 -3.322195 5.091157 0.32 0.17 -0.11
Cl 6.165000 -2.440494 3.238169 0.07 -0.11 -0.38
Cl 0.092446 -7.562767 -3.741561 -0.09 0.34 0.20
Cl -2.467941 -2.845831 -5.822415 0.16 0.34 -0.19
Cl 5.059561 -3.907967 -2.282304 -0.20 0.13 -0.51
Cl -5.166098 -7.135561 5.160109 0.37 -0.10 -0.15
Cl -3.036570 -4.052964 -9.239348 -0.08 -0.01 -0.50
Cl -5.843596 1.215890 2.192328 -0.28 -0.29 0.20
Cl -1.018920 -1.882989 0.358726 -0.14 0.26 -0.35
Cl -6.456398 -0.858830 4.137965 -0.22 0.33 -0.32
Cl 4.426327 1.548405 3.526926 -0.22 0.08 0.57
Cl -3.244746 -2.104770 -11.390308 0.05 -0.40 0.10
Cl -3.765635 -8.114447 2.805040 0.03 0.12 0.40
Cl -1.486775 -3.558265 4.312683 0.05 0.85 -0.05
Cl -2.448468 -6.252796 4.611902 -0.64 -0.89 -0.05
Cl -1.287907 -6.522612 -1.400926 0.23 0.10 -0.32
Cl -4.476305 -4.725156 -11.676725 0.34 0.22 0.15
Cl 6.301856 -4.702015 1.412610 0.03 0.42 0.01
Cl -2.485772 5.159245 8.065698 -0.01 0.06 -0.41
Cl -4.181004 4.016400 1.302657 0.36 0.15 -0.03
Cl 1.742837 2.551789 4.034837 0.34 -0.10 0.32
Cl -2.693949 7.107439 5.914738 0.04 -0.40 0.09
S 1.916163 1.805008 -0.897066 -9.16 -2.62 0.40
F 3.433518 0.991844 -3.104654 -2.45 4.82 1.52
F 3.352691 3.446986 -2.642557 -2.00 -4.43 0.02
F 1.479687 2.284814 -3.588601 4.22 -0.53 3.44
O 2.381423 3.646408 1.301381 3.18 -0.86 -4.39
O 4.396563 2.230214 0.745196 -1.74 3.62 -2.05
O 0.681506 6.334795 1.712499 3.69 1.47 -8.82
O 4.650552 4.724099 1.560393 -1.68 -3.10 -4.06
O 1.558518 0.316723 -0.663555 2.82 4.40 -0.99
O 0.552154 2.599442 -0.872785 5.74 -1.75 -0.40
C -3.581523 -7.623871 4.508010 0.15 -0.05 0.04
C -2.179075 -0.709801 -0.313660 0.20 0.10 0.01
C -3.084076 -3.837401 -11.007381 -0.02 -0.05 0.05
C 4.364225 -2.774727 -3.468450 -0.05 -0.01 0.07
C 2.625422 2.142244 -2.638272 0.25 0.24 -3.99
C 1.185201 6.537276 0.466162 -1.40 -1.60 6.74
C 3.397763 2.430695 4.683772 -0.08 0.04 0.16
C -2.533278 5.374808 6.297665 0.01 -0.05 -0.06
C -2.890194 -2.462761 4.381520 -0.12 0.18 -0.10
C -0.347433 -6.084505 -2.849419 -0.08 0.02 0.02
C -7.151735 0.274410 2.951819 0.03 -0.01 0.04
C 6.455602 -2.932263 1.550487 -0.04 0.07 -0.02
C 2.719054 6.050513 0.044522 -0.59 0.11 -0.79
C -1.034336 -1.856952 -6.198383 0.19 -0.01 -0.05
C -2.527392 4.661847 1.149280 0.02 0.13 0.06
B 2.985855 2.561780 0.449206 2.72 2.72 4.55
B 3.269863 4.821154 0.987652 -0.02 -0.61 1.98
B 5.196119 3.497261 0.878498 -0.44 0.49 1.22
H 3.478886 6.947714 -0.041026 -1.77 -1.62 0.34
H 2.624227 5.611825 -1.061304 0.13 0.91 2.23
```
Positions in Å, forces in eV/Å.

Results
Charge: 0
Orbital gap in eV: 7.9
Spin multiplicity: 1
HOMO in Eh: -0.3723

Löwdin population analysis, charges in e, atoms 1 to 4: 0.765, 0.707, 0.491, 0.561



Record 4
ORCA calculation (wB97M-V/def2-TZVPD) on C15H30AlBrCl4CsN5O8PS as an isolated structure.

Geometry as XYZ:
```
67
Properties=species:S:1:pos:R:3:forces:R:3
Cs -5.713557 1.321226 -3.237580 -4.24 2.60 -3.37
Br 0.520201 -2.311456 -4.142173 0.04 -0.15 0.44
Cl -3.125428 -4.680646 0.493118 -0.25 -2.53 -2.64
Cl 6.669737 -2.320598 6.258348 1.06 1.23 -1.82
Cl 5.579758 0.498274 3.745908 2.53 -0.10 1.46
Cl -1.208953 0.196085 -3.908999 0.08 0.20 0.33
S 1.671861 1.648777 0.250358 -0.06 0.32 -1.13
P -2.242349 0.606024 -1.041592 0.14 2.54 -0.19
Al 7.654554 -0.886485 4.296544 -2.97 -0.13 1.50
O 1.834091 -1.383245 -1.753757 -1.42 -0.26 -0.60
O -0.226212 1.481354 2.433910 -0.26 -0.04 0.27
O -4.386870 -1.902712 1.917085 -2.34 1.85 -0.29
O -3.089580 -2.519146 0.198413 1.04 0.43 1.67
O 0.191805 -0.087488 3.855983 -0.08 0.02 -0.21
O -2.605300 0.773402 0.582167 0.67 -1.28 -0.92
O 4.566868 -1.818925 -0.816701 -0.25 -0.05 0.59
O -5.010602 5.995089 -2.028981 0.02 -0.23 -0.01
N -3.927003 7.950862 -1.669231 -0.12 0.14 -0.14
N 0.395180 1.409620 -2.196058 -0.54 -1.43 -0.73
N -3.220887 6.026331 -0.631640 0.02 -0.23 0.06
N 0.169747 1.072399 3.515933 -0.04 -0.11 0.16
N -0.798601 -0.424707 -1.233338 -1.66 -0.93 -1.08
C -1.133436 -1.863474 -1.230343 0.01 -1.03 1.21
C -2.924882 -3.505705 2.747051 1.29 0.32 0.76
C -3.530194 -2.612394 1.600460 1.12 -0.97 1.88
C 4.731622 -1.362095 1.656958 -1.25 0.45 -0.28
C 4.446192 -0.838267 0.231167 -0.30 -0.11 0.37
C 0.662796 2.089680 4.482058 0.13 0.05 0.18
C -3.770242 -0.208589 -1.759255 -0.53 -0.05 0.11
C 2.521928 -2.619741 -1.956748 1.88 -0.43 1.55
C -0.111499 0.019961 -2.432056 0.69 0.72 0.22
C 1.131958 -0.880563 -2.856220 1.31 0.42 -1.42
C 3.511801 -2.744354 -0.751728 -1.16 -0.69 -0.78
C 2.143788 -0.036964 -3.711932 -0.96 0.21 -0.17
C -1.664074 -2.222896 0.198090 1.22 -0.63 -0.50
C -4.112075 6.616465 -1.479530 0.05 0.11 0.02
C 1.004465 1.531907 -1.165691 0.71 0.41 2.10
H 4.037605 -2.197634 1.885625 0.58 0.23 -0.11
H 5.775512 -1.664233 1.838698 -0.41 0.11 -0.18
H -4.426676 -0.746578 -1.021624 0.70 0.18 -0.72
H -0.158463 2.772273 4.685199 0.05 0.03 -0.13
H -3.272308 -4.540397 2.743069 -0.12 0.61 0.01
H -4.418221 0.653165 -2.205204 5.18 -3.53 3.88
H 2.785775 -0.678704 -4.334201 -0.14 0.13 0.60
H 3.148808 -2.647779 -2.865779 -0.67 0.18 0.13
H -3.326105 5.042299 -0.466916 0.04 0.06 0.02
H -4.565113 8.418801 -2.287356 0.03 -0.01 0.04
H 1.498074 2.606762 4.015661 -0.10 0.05 -0.05
H 2.875273 -2.638562 0.151880 0.55 0.03 -0.24
H -3.465135 -0.837945 -2.650047 -0.45 0.47 1.10
H 3.385940 -0.501348 0.223894 0.70 0.12 -0.03
H -2.478525 6.519358 -0.172470 -0.03 0.01 -0.02
H -3.183037 -3.095998 3.742966 -0.05 0.42 -0.84
H 4.452511 -0.530613 2.370964 0.28 -1.44 -1.28
H -1.374053 -1.459102 0.949158 -0.61 -0.12 -0.52
H -0.252377 -2.520697 -1.359454 -0.24 0.79 -0.10
H 3.871422 -3.796384 -0.781960 0.11 0.62 0.12
H -1.151568 -3.145356 0.533749 -0.27 0.45 -0.28
H -1.758292 0.958492 1.038349 -0.31 0.15 0.17
H 5.107012 0.003234 -0.037085 -0.28 -0.39 0.07
H 1.865498 -3.510804 -1.867900 0.02 0.66 -0.43
H 0.978531 1.582902 5.387538 -0.03 -0.08 -0.10
H -3.198322 8.480865 -1.229835 -0.01 -0.03 0.01
H -1.818763 -3.566421 2.711882 -0.56 0.07 -0.15
H 1.584404 0.612385 -4.415127 0.31 -0.31 0.39
H -1.842743 -2.178078 -2.024091 0.19 0.29 0.45
H 2.716748 0.599121 -3.019605 -0.05 -0.35 -0.38
```
Positions in Å, forces in eV/Å.

Results
Charge: +1
Orbital gap in eV: 1.2
Spin multiplicity: 1
HOMO in Eh: -0.3291

Löwdin population analysis, charges in e, atoms 1 to 4: 1.307, 0.771, 0.549, -0.231



Results for molecular weight: 845.8 338.3 2308.2 853.1 (in g/mol, following the order of the records).